No. 1
The following is a DFT calculation (the ωB97M-V functional and the def2-TZVPD basis) of a structure of composition C20H50F8Li2N5O29S8 at a distorted geometry.

The geometry in ORCA input format:
```
! RIJCOSX wB97M-V def2-TZVPD def2/J DEFGRID3
* xyz -3 1
Li -15.27 -17.36 17.70
Li -13.86 -19.96 19.81
N -12.49 -22.79 19.72
S -10.83 -23.11 19.12
O -10.42 -24.49 18.99
O -9.75 -22.16 19.41
F -11.22 -22.86 17.60
S -12.23 -23.62 20.97
O -11.31 -23.08 21.94
O -12.32 -25.06 20.84
F -13.58 -23.22 21.65
N -16.35 -15.15 15.58
S -15.73 -14.84 14.00
O -15.04 -13.65 13.67
O -16.61 -15.33 12.97
F -14.49 -15.90 14.03
S -16.55 -13.71 15.97
O -17.38 -12.83 15.13
O -15.53 -13.14 16.84
F -17.64 -14.17 17.04
N -12.67 -16.93 19.50
S -11.26 -16.55 18.69
O -10.06 -16.72 19.55
O -11.37 -15.42 17.82
F -11.37 -17.79 17.70
S -12.38 -15.88 20.62
O -12.16 -14.48 20.27
O -11.81 -16.37 21.84
F -13.95 -15.82 20.88
N -13.93 -9.32 25.10
S -14.68 -9.81 23.55
O -14.86 -11.25 23.43
O -14.53 -8.93 22.37
F -16.14 -9.32 24.12
S -12.57 -9.87 24.57
O -11.87 -9.04 23.59
O -12.29 -11.33 24.50
F -11.70 -9.44 25.85
N -16.27 -21.01 15.18
O -15.50 -20.38 15.92
O -17.37 -20.59 14.82
O -15.93 -22.16 14.96
C -2.58 -8.41 21.08
O -3.61 -9.34 21.26
C -4.80 -8.68 21.83
C -5.97 -9.61 21.81
O -5.93 -10.21 20.51
C -7.08 -11.01 20.33
H -1.66 -8.71 20.58
H -2.41 -8.11 22.11
H -2.96 -7.48 20.66
H -5.01 -7.77 21.26
H -4.73 -8.23 22.82
H -6.93 -9.10 21.80
H -5.87 -10.37 22.59
H -7.04 -11.77 19.55
H -8.05 -10.54 20.18
H -7.20 -11.53 21.28
C -12.04 -9.05 15.71
O -11.40 -8.02 16.48
C -12.01 -7.90 17.80
C -10.89 -7.15 18.58
O -10.76 -5.88 18.02
C -9.89 -5.11 18.84
H -13.08 -8.87 15.47
H -11.99 -9.98 16.28
H -11.43 -9.14 14.81
H -12.14 -8.86 18.29
H -12.95 -7.35 17.82
H -10.00 -7.78 18.64
H -11.19 -7.19 19.63
H -8.88 -5.50 18.71
H -10.18 -5.14 19.89
H -9.83 -4.08 18.49
C -14.52 -23.22 27.97
O -14.77 -21.78 27.75
C -15.29 -21.20 28.94
C -16.07 -19.88 28.68
O -15.29 -18.80 28.15
C -14.81 -19.02 26.80
H -14.21 -23.65 27.02
H -15.40 -23.71 28.37
H -13.70 -23.24 28.69
H -14.47 -21.18 29.66
H -16.00 -21.90 29.37
H -16.60 -19.65 29.61
H -16.91 -20.01 28.00
H -15.50 -19.26 25.99
H -13.99 -19.73 26.94
H -14.33 -18.08 26.53
C -25.94 -14.63 20.69
O -24.64 -14.59 21.13
C -24.30 -13.36 21.78
C -22.78 -13.39 21.94
O -22.20 -14.55 22.47
C -21.03 -14.54 23.15
H -26.08 -13.98 19.82
H -26.67 -14.48 21.49
H -26.20 -15.65 20.40
H -24.85 -13.22 22.70
H -24.60 -12.54 21.13
H -22.52 -12.56 22.59
H -22.30 -13.06 21.02
H -20.18 -14.36 22.49
H -20.90 -15.44 23.74
H -21.03 -13.83 23.98
C -7.55 -20.78 26.82
O -7.96 -19.47 26.87
C -8.47 -18.71 25.78
C -7.29 -18.16 25.01
O -6.56 -17.17 25.70
C -7.05 -15.86 25.74
H -8.31 -21.40 26.33
H -7.57 -21.24 27.81
H -6.51 -20.90 26.53
H -9.12 -17.91 26.13
H -9.10 -19.39 25.21
H -7.55 -17.79 24.02
H -6.70 -19.03 24.72
H -7.25 -15.35 24.79
H -6.42 -15.13 26.24
H -8.01 -15.80 26.25
*
```

Values from the calculation:
- LUMO (hartree) = 0.071

=====

No. 2
The following is a DFT calculation (the ωB97M-V functional and the def2-TZVPD basis) of a cluster of 8 separate species, C42H43N5O19 in total at a distorted geometry.

The geometry in ORCA input format:
```
! RIJCOSX wB97M-V def2-TZVPD def2/J DEFGRID3
* xyz 0 1
O 17.54 11.06 19.38
N 17.87 12.08 19.86
O 18.12 12.20 21.08
C 18.05 13.29 19.05
C 18.80 14.40 19.52
C 18.97 15.56 18.68
C 18.37 15.61 17.44
C 17.69 14.45 17.00
C 17.52 13.34 17.80
H 19.23 14.34 20.47
H 19.54 16.39 19.06
H 18.39 16.49 16.81
H 17.13 14.38 15.99
H 16.95 12.48 17.45
O 14.33 17.97 15.26
N 14.28 16.87 15.78
O 15.20 16.28 16.28
C 12.92 16.16 15.85
C 11.81 16.89 15.46
C 10.59 16.23 15.30
C 10.43 14.92 15.73
C 11.55 14.26 16.24
C 12.81 14.87 16.26
H 11.93 17.91 15.19
H 9.80 16.83 14.90
H 9.51 14.37 15.68
H 11.53 13.21 16.59
H 13.67 14.29 16.64
O 14.05 11.61 13.76
N 14.42 12.60 14.31
O 14.91 12.57 15.44
C 14.22 13.89 13.62
C 15.27 14.77 13.55
C 15.10 15.95 12.93
C 13.90 16.24 12.33
C 12.84 15.44 12.43
C 12.99 14.22 13.10
H 16.25 14.61 13.99
H 15.99 16.55 12.85
H 13.76 17.20 11.82
H 11.91 15.61 11.98
H 12.27 13.41 13.09
O 18.60 13.20 13.36
N 17.97 12.19 13.10
O 17.20 12.04 12.18
C 18.09 11.06 14.02
C 18.70 11.25 15.26
C 18.74 10.23 16.21
C 18.19 8.98 15.89
C 17.66 8.74 14.65
C 17.53 9.80 13.73
H 19.15 12.17 15.69
H 19.25 10.36 17.15
H 18.35 8.14 16.55
H 17.25 7.80 14.49
H 17.08 9.67 12.77
O 10.90 15.82 8.19
N 11.82 15.12 7.95
O 12.60 15.26 7.03
C 11.97 13.94 8.85
C 11.01 13.80 9.84
C 11.15 12.73 10.72
C 12.34 11.94 10.71
C 13.32 12.17 9.79
C 13.12 13.23 8.84
H 10.14 14.46 9.95
H 10.39 12.52 11.43
H 12.49 11.20 11.47
H 14.22 11.59 9.74
H 13.89 13.54 8.09
C 14.12 21.84 14.30
C 12.68 21.69 14.41
C 11.77 22.47 13.42
O 10.69 21.55 13.21
C 11.06 20.32 13.67
O 10.32 19.35 13.59
O 12.23 20.29 14.27
H 14.38 22.74 14.88
H 14.56 21.93 13.32
H 14.61 21.02 14.80
H 12.38 22.02 15.40
H 12.39 22.73 12.52
H 11.29 23.35 13.87
C 8.15 19.81 10.69
C 8.55 18.36 10.48
C 10.04 17.98 10.29
O 10.17 16.71 10.86
C 9.22 16.64 11.84
O 9.25 15.89 12.72
O 8.18 17.45 11.55
H 8.59 20.36 9.84
H 8.60 20.16 11.63
H 7.08 19.95 10.68
H 8.11 18.07 9.52
H 10.63 18.72 10.86
H 10.34 17.91 9.22
C 13.42 18.44 7.62
C 13.65 18.25 9.16
C 15.03 18.80 9.48
O 14.85 19.89 10.34
C 13.53 20.09 10.46
O 13.01 20.92 11.13
O 12.81 19.09 9.86
H 13.69 19.43 7.35
H 12.37 18.26 7.35
H 14.04 17.72 7.07
H 13.47 17.21 9.59
H 15.47 19.26 8.60
H 15.77 18.12 9.91
*
```

Values from the calculation:
- SMILES string = O=[N+]([O-])c1ccccc1.O=[N+]([O-])c1ccccc1.O=[N+]([O-])c1ccccc1.O=[N+]([O-])c1ccccc1.O=[N+]([O-])c1ccccc1.C[C@H]1COC(=O)O1.C[C@H]1COC(=O)O1.C[C@H]1COC(=O)O1
- LUMO (hartree) = -0.018
- ΔE to the lowest compared entry with this formula, charge and spin (kcal/mol) = 0.0

=====

No. 3
The following is a DFT calculation (the ωB97M-V functional and the def2-TZVPD basis) of a cluster of 2 separate species, C2H2F2O2 in total at a distorted geometry.

The geometry in ORCA input format:
```
! RIJCOSX wB97M-V def2-TZVPD def2/J DEFGRID3
* xyz 0 3
C -1.66 -0.08 -0.04
C 1.58 0.16 0.10
O 1.23 1.20 0.48
O -0.87 -0.96 -0.21
F 1.92 -0.86 0.84
F 1.94 -0.09 -1.12
H -2.24 0.25 -1.02
H -1.89 0.39 0.98
*
```

Values from the calculation:
- LUMO (spin up / spin down) (hartree) = 0.033 / -0.102
- ΔE to the lowest compared entry with this formula, charge and spin (kcal/mol) = 0.0

=====

No. 4
The following is a DFT calculation (the ωB97M-V functional and the def2-TZVPD basis) of a structure of composition C6H13B2FRb at a distorted geometry.

The geometry in ORCA input format:
```
! RIJCOSX wB97M-V def2-TZVPD def2/J DEFGRID3
* xyz -1 1
Rb 1.73 -0.04 -1.89
B 0.24 -2.79 -2.12
H 0.08 -1.96 -1.34
H 1.40 -2.81 -2.24
H -0.19 -3.76 -1.64
H -0.27 -2.58 -3.15
B -0.43 1.27 -3.38
H -0.38 1.29 -2.23
H 0.11 2.21 -3.83
H 0.08 0.33 -3.81
H -1.51 1.26 -3.80
F -2.50 1.55 1.77
C -1.28 1.13 2.14
C -1.11 0.56 3.38
C 0.14 0.00 3.68
C 1.21 0.13 2.82
C 1.00 0.72 1.57
C -0.23 1.26 1.25
H -1.98 0.41 4.01
H 0.27 -0.51 4.62
H 2.20 -0.24 3.06
H 1.78 0.76 0.83
H -0.36 1.79 0.31
*
```

Values from the calculation:
- LUMO (hartree) = 0.067
- ΔE to the lowest compared entry with this formula, charge and spin (kcal/mol) = 12.9

=====

What did the third record say?
The following is a DFT calculation (the ωB97M-V functional and the def2-TZVPD basis) of a cluster of 2 separate species, C2H2F2O2 in total at a distorted geometry.

The geometry in ORCA input format:
```
! RIJCOSX wB97M-V def2-TZVPD def2/J DEFGRID3
* xyz 0 3
C -1.66 -0.08 -0.04
C 1.58 0.16 0.10
O 1.23 1.20 0.48
O -0.87 -0.96 -0.21
F 1.92 -0.86 0.84
F 1.94 -0.09 -1.12
H -2.24 0.25 -1.02
H -1.89 0.39 0.98
*
```

Values from the calculation:
- LUMO (spin up / spin down) (hartree) = 0.033 / -0.102
- ΔE to the lowest compared entry with this formula, charge and spin (kcal/mol) = 0.0